1.
16
Properties=species:S:1:pos:R:3:lowdin_charge:R:1 method="wB97M-V/def2-TZVPD" e_tot_ha=-338.3784 max_force_ha_per_bohr=0.086 charge=+1 lumo_energy_ha=-0.1112 gap_ev=10.367 de_lowest_kcal_mol=89.4
C -3.051 -0.356 0.120 0.072
C 1.117 1.613 0.643 0.011
C 0.440 -0.347 -0.733 -0.206
N 0.942 -2.317 0.119 0.052
N -1.995 0.129 -0.020 0.084
N 1.003 -1.007 0.171 -0.011
N 0.426 1.106 -0.586 0.005
H -3.968 -0.828 0.298 0.067
H 0.341 -2.834 -0.464 0.089
H 2.267 1.567 0.638 0.152
H 0.859 2.511 1.027 0.066
H 0.929 0.942 1.354 0.034
H -0.153 -0.578 -1.637 0.148
H 0.774 -2.574 1.099 0.125
H -0.632 1.394 -0.621 0.162
H 0.702 1.579 -1.408 0.150



2.
17
Properties=species:S:1:pos:R:3:lowdin_charge:R:1 method="wB97M-V/def2-TZVPD" e_tot_ha=-393.3645 max_force_ha_per_bohr=0.086 lumo_energy_ha=0.0378 gap_ev=8.947 de_lowest_kcal_mol=93.5
C -2.303 -1.259 -0.340 -0.049
C -1.415 -0.151 0.019 -0.497
N -0.443 -0.497 0.864 0.073
C 0.799 -0.339 0.863 -0.152
N 1.683 -0.085 -0.321 -0.107
N 3.074 -0.231 -0.237 -0.049
N -1.677 1.080 -0.328 -0.008
N -0.667 1.855 0.148 -0.063
H -3.025 -0.951 -1.059 0.061
H -1.709 -2.021 -0.818 0.069
H -2.824 -1.890 0.454 0.105
H 1.499 -0.511 1.818 0.152
H 1.444 0.704 -0.896 0.092
H 3.552 0.719 -0.273 0.101
H 3.461 -0.790 -0.999 0.071
H -0.765 2.815 -0.106 0.064
H -0.684 1.553 1.212 0.136



3.
17
Properties=species:S:1:pos:R:3:lowdin_charge:R:1 method="wB97M-V/def2-TZVPD" e_tot_ha=-393.2828 max_force_ha_per_bohr=0.114 lumo_energy_ha=0.0167 gap_ev=8.647 de_lowest_kcal_mol=144.8
C 1.459 -2.160 0.085 -0.034
C -0.099 -0.134 -0.247 -0.378
C 0.935 1.943 -0.243 -0.384
H 1.809 -2.114 1.041 0.039
H 2.211 -1.746 -0.555 0.077
H 1.211 -3.270 0.006 0.110
H -0.862 -1.594 0.197 0.114
H -1.170 1.485 -0.218 0.082
H -3.322 -0.189 0.807 0.224
H -1.932 -0.920 -0.729 0.112
H 1.990 2.431 -0.172 0.110
H 0.382 3.829 0.420 0.100
N 0.158 -1.453 0.025 0.010
N -1.268 0.521 0.225 -0.105
N -2.406 -0.122 -0.120 -0.094
N 0.953 0.663 -0.566 0.053
N -0.049 2.829 0.041 -0.036



4.
14
Properties=species:S:1:pos:R:3:lowdin_spin:R:1 method="wB97M-V/def2-TZVPD" e_tot_ha=-249.6361 max_force_ha_per_bohr=0.023 charge=-1 lumo_energy_ha="0.1677 / 0.1658" spin_multiplicity=2 gap_ev="4.178 / 8.198" de_lowest_kcal_mol=0.1
C 0.356 -1.122 1.639 0.012
C -0.120 0.230 1.104 0.042
C 0.966 1.641 -0.473 0.431
N 0.395 0.456 -0.211 0.344
H -0.207 -1.423 2.535 0.005
H 0.211 -1.881 0.875 0.001
H 1.415 -1.091 1.908 0.001
H 0.024 1.105 1.777 0.006
H -1.225 0.220 1.116 0.027
H 1.072 2.375 0.337 0.064
H 1.074 1.955 -1.509 0.063
H -0.701 -0.499 -1.295 0.000
H -0.881 -1.343 -2.611 0.000
O -1.386 -0.890 -1.910 0.004